Entry 1:
The following is a DFT calculation (ωB97M-V/def2-TZVPD) of a structure of composition CH2I2S3 in a non-equilibrium geometry.

Geometry as ORCA input:
```
! RIJCOSX wB97M-V def2-TZVPD def2/J DEFGRID3
* xyz 0 1
C -1.30 0.58 1.43
S 1.05 -1.42 -2.56
S 1.51 -1.34 0.69
S 1.81 -0.27 -0.88
I -0.89 1.84 -0.09
I -1.31 1.13 3.41
H -2.15 -0.20 1.19
H 1.28 -0.32 -3.19
*
```

E_HOMO (spin up / spin down) = -8.21 / -8.37 eV
total energy = -1829.14858 Eh
HOMO-LUMO gap (spin up / spin down) = 6.5212 / 7.4578 eV



Entry 2:
The following is a DFT calculation (ωB97M-V/def2-TZVPD) of a cluster of 9 separate species, ClH16O12 in total in a non-equilibrium geometry.

Geometry as ORCA input:
```
! RIJCOSX wB97M-V def2-TZVPD def2/J DEFGRID3
* xyz -1 1
Cl -0.41 0.06 -0.44
O 0.85 -0.21 0.18
O -1.47 -0.77 0.06
O -0.73 1.45 -0.23
O -0.28 -0.15 -1.87
O 3.90 -0.81 -0.15
H 4.47 -1.58 -0.22
H 3.12 -1.02 -0.68
O 2.31 -1.10 -2.76
H 1.89 -1.90 -3.11
H 1.55 -0.55 -2.50
O -2.54 -0.89 2.72
H -2.63 -0.73 1.77
H -1.62 -0.64 2.91
O 0.18 0.08 3.34
H 0.69 0.10 2.51
H 0.70 0.61 3.95
O -2.33 -2.25 -2.83
H -1.45 -2.63 -2.96
H -2.26 -1.79 -1.98
O -0.28 4.56 -0.13
H -1.08 5.00 -0.43
H -0.46 3.61 -0.27
O -3.90 1.34 -1.01
H -3.74 1.54 -1.93
H -3.06 0.99 -0.69
O 3.02 -0.53 2.51
H 3.32 -0.72 1.60
H 2.25 -1.09 2.63
*
```

E_HOMO = -7.60 eV
total energy = -1372.53224 Eh
HOMO-LUMO gap = 10.3631 eV



Entry 3:
The following is a DFT calculation (ωB97M-V/def2-TZVPD) of the molecule C3H5ClO2 in a non-equilibrium geometry.

Geometry as ORCA input:
```
! RIJCOSX wB97M-V def2-TZVPD def2/J DEFGRID3
* xyz 0 3
C -1.89 0.66 0.45
C 1.70 -0.19 -0.67
C -0.39 0.00 0.43
O -2.30 1.39 -0.39
O 0.33 0.33 -0.57
Cl -1.02 -1.69 0.37
H -2.59 0.34 1.22
H 1.63 -1.19 -1.11
H 2.38 -0.11 0.30
H 2.16 0.30 -1.55
H -0.01 0.16 1.52
*
```

E_HOMO (spin up / spin down) = -5.79 / -10.72 eV
total energy = -727.76829 Eh
HOMO-LUMO gap (spin up / spin down) = 6.6063 / 8.3001 eV



Entry 4:
The following is a DFT calculation (ωB97M-V/def2-TZVPD) of a cluster of 4 separate species, C2H11NO5 in total in a non-equilibrium geometry.

Geometry as ORCA input:
```
! RIJCOSX wB97M-V def2-TZVPD def2/J DEFGRID3
* xyz 0 1
O -0.01 -2.11 0.75
C -0.80 -1.62 -0.01
N -0.51 -0.60 -0.88
C 0.88 -0.45 -1.37
O 0.88 0.14 -2.62
H -1.88 -1.89 -0.08
H -1.15 -0.38 -1.63
H 1.43 0.25 -0.71
H 1.39 -1.42 -1.34
H 0.62 -0.50 -3.28
O -3.03 4.04 0.63
H -3.04 3.49 1.43
H -2.52 3.66 -0.07
O 2.90 -2.66 0.76
H 1.97 -2.39 0.72
H 2.95 -3.61 0.82
O -0.41 2.18 2.35
H 0.46 2.58 2.18
H -0.11 1.28 2.34
*
```

structure (SMILES) = O=CNCO.O.O.O
E_HOMO = -10.72 eV
total energy = -513.74645 Eh
HOMO-LUMO gap = 10.9662 eV



Entry 5:
The following is a DFT calculation (ωB97M-V/def2-TZVPD) of a structure of composition H39O19 in a non-equilibrium geometry.

Geometry as ORCA input:
```
! RIJCOSX wB97M-V def2-TZVPD def2/J DEFGRID3
* xyz 1 1
O -1.89 -2.28 1.52
H 2.04 0.72 -3.50
H -2.66 -2.82 1.72
O 3.63 -0.80 1.64
H 4.02 -0.13 2.20
H 3.68 -0.35 0.78
O 2.52 -1.80 -1.33
H 1.70 -1.40 -1.05
H 3.03 -1.23 -1.92
O 0.82 0.06 2.03
H 1.01 0.11 1.09
H -2.62 1.53 1.24
O -2.08 -1.90 -3.51
H -2.46 -1.50 -2.74
H -1.33 -2.47 -3.37
O 1.62 -3.58 0.59
H 1.59 -2.84 -0.03
H 1.93 -3.12 1.38
O -1.39 1.92 -2.70
H -0.95 2.78 -2.79
H -1.13 1.26 -3.36
O 1.97 1.42 -2.82
H 1.88 2.20 -3.36
O -4.01 2.12 -0.43
H -4.57 1.57 -0.98
H -4.42 2.99 -0.34
O 0.84 -0.71 -3.93
H 0.61 -0.98 -3.04
H -2.10 -0.79 0.64
O -0.32 0.79 -0.86
H -1.17 0.41 -0.50
H -1.07 1.48 -1.65
O -1.82 1.92 1.62
H -1.06 1.33 1.66
H -0.02 1.58 -0.36
O 0.38 2.92 2.00
H 0.15 -0.92 -4.56
H -1.11 -2.81 1.70
O -0.93 0.19 4.50
H -0.47 -0.61 4.28
H 1.58 -0.43 2.40
O 1.61 -1.92 3.50
H 0.69 -1.94 3.26
H 1.80 -2.17 4.41
O -1.47 -3.26 -0.83
H -0.54 3.06 0.49
H -0.80 -3.89 -1.16
O -0.30 3.31 -0.44
H -2.19 -3.62 -1.38
H 0.42 3.94 -0.44
O -2.58 -0.23 -0.03
H -3.47 -0.59 0.06
H 1.12 2.49 2.44
O 3.77 1.42 -0.05
H 4.18 1.74 -0.86
H 4.07 2.05 0.62
H -0.24 3.15 2.70
H -1.50 0.60 3.85
*
```

E_HOMO = -13.30 eV
total energy = -1452.65965 Eh
HOMO-LUMO gap = 10.4285 eV



Entry 6:
The following is a DFT calculation (ωB97M-V/def2-TZVPD) of the molecule C2H5Cl2N in a non-equilibrium geometry.

Geometry as ORCA input:
```
! RIJCOSX wB97M-V def2-TZVPD def2/J DEFGRID3
* xyz 0 1
C 0.57 -0.16 -0.95
C -0.41 0.15 0.12
N 0.25 0.32 1.32
Cl -1.43 1.67 -0.23
Cl -1.73 -1.38 -0.02
H 0.10 0.13 -1.80
H 1.32 0.63 -0.90
H 0.77 -1.17 -0.91
H -0.39 0.27 2.04
H 0.95 -0.46 1.34
*
```

structure (SMILES) = CC(N)(Cl)Cl
E_HOMO = -10.58 eV
total energy = -1054.32384 Eh
HOMO-LUMO gap = 11.1366 eV



Entry 7:
The following is a DFT calculation (ωB97M-V/def2-TZVPD) of a structure of composition C3H4AgO3 in a non-equilibrium geometry.

Geometry as ORCA input:
```
! RIJCOSX wB97M-V def2-TZVPD def2/J DEFGRID3
* xyz -1 1
C -1.62 0.61 0.43
O 0.07 -0.93 -0.32
C 0.65 0.15 0.12
C -1.55 -0.83 0.27
O -0.24 1.03 0.65
O 1.84 0.29 0.32
H -1.98 1.13 -0.48
H -2.38 -1.25 -0.31
H -1.34 -1.53 1.09
Ag -3.08 0.85 2.58
H -3.99 1.61 4.37
*
```

E_HOMO = -4.16 eV
total energy = -489.34055 Eh
HOMO-LUMO gap = 7.8531 eV